{"formula": "C47H36CdPSSb", "method": "ωB97M-V/def2-TZVPD", "charge": -2, "homo_ev": [-1.18, -0.81], "homo_lumo_gap_ev": [5.47, 5.10], "relative_energy_ev": 0.470, "symbols": ["Cd", "C", "C", "C", "C", "C", "C", "P", "C", "C", "C", "C", "C", "C", "C", "C", "C", "C", "C", "C", "C", "C", "C", "C", "H", "H", "H", "H", "H", "H", "H", "H", "H", "H", "H", "H", "H", "H", "H", "H", "C", "C", "C", "C", "C", "C", "C", "H", "H", "H", "H", "H", "S", "Sb", "C", "C", "C", "C", "C", "C", "C", "C", "C", "C", "C", "C", "C", "C", "C", "C", "C", "C", "H", "H", "H", "H", "H", "H", "H", "H", "H", "H", "H", "H", "H", "H", "H"], "coordinates": [[0.974, 0.100, -0.132], [-5.485, -4.281, -0.186], [-4.274, -4.947, -0.081], [-3.099, -4.240, 0.141], [-3.112, -2.852, 0.256], [-4.338, -2.193, 0.130], [-5.512, -2.896, -0.076], [-1.621, -1.785, 0.465], [-0.294, -3.038, 0.514], [0.364, -3.443, 1.669], [1.413, -4.349, 1.595], [1.808, -4.863, 0.371], [1.155, -4.464, -0.788], [0.118, -3.549, -0.718], [-1.801, -1.338, 2.237], [-2.665, -2.020, 3.059], [-2.849, -1.644, 4.404], [-2.154, -0.584, 4.903], [-1.241, 0.138, 4.096], [-0.527, 1.225, 4.647], [0.359, 1.907, 3.867], [0.573, 1.518, 2.528], [-0.073, 0.461, 1.912], [-1.028, -0.232, 2.730], [-6.401, -4.833, -0.359], [-4.241, -6.027, -0.171], [-2.160, -4.771, 0.228], [-4.359, -1.111, 0.196], [-6.450, -2.363, -0.165], [0.073, -3.030, 2.626], [1.938, -4.637, 2.499], [2.642, -5.552, 0.316], [1.476, -4.832, -1.755], [-0.358, -3.203, -1.626], [-3.232, -2.858, 2.671], [-3.542, -2.197, 5.027], [-2.280, -0.275, 5.937], [-0.699, 1.494, 5.684], [0.912, 2.748, 4.273], [1.284, 2.107, 1.955], [2.674, -1.383, 0.257], [4.039, -1.173, 0.182], [4.917, -2.087, -0.495], [6.268, -1.850, -0.596], [6.856, -0.734, 0.008], [6.031, 0.164, 0.696], [4.671, -0.021, 0.765], [4.477, -2.968, -0.949], [6.890, -2.553, -1.144], [7.922, -0.561, -0.067], [6.466, 1.046, 1.154], [4.038, 0.714, 1.250], [1.907, 2.548, -0.616], [1.013, 2.563, -2.786], [1.807, 4.521, -3.365], [2.994, 5.017, -2.832], [3.502, 6.242, -3.241], [2.827, 6.999, -4.191], [1.640, 6.522, -4.727], [1.139, 5.292, -4.312], [2.616, 1.525, -3.811], [3.695, 1.002, -3.107], [4.678, 0.270, -3.760], [4.593, 0.057, -5.129], [3.520, 0.575, -5.842], [2.536, 1.299, -5.181], [0.353, -0.662, -2.192], [1.302, -1.427, -2.885], [0.988, -2.203, -3.998], [-0.317, -2.250, -4.469], [-1.288, -1.493, -3.824], [-0.947, -0.722, -2.717], [3.509, 4.433, -2.078], [4.429, 6.610, -2.816], [3.224, 7.956, -4.509], [1.104, 7.107, -5.466], [0.209, 4.930, -4.737], [3.745, 1.148, -2.033], [5.498, -0.152, -3.190], [5.354, -0.525, -5.639], [3.441, 0.399, -6.909], [1.687, 1.673, -5.743], [2.334, -1.434, -2.539], [1.766, -2.776, -4.494], [-0.576, -2.860, -5.328], [-2.315, -1.513, -4.177], [-1.739, -0.153, -2.235]], "forces_ev_per_a": [[-0.3, -0.2, 0.0], [0.0, 0.0, 0.0], [0.0, 0.0, 0.0], [0.0, 0.0, 0.0], [0.0, -0.1, 0.0], [0.0, 0.0, 0.0], [0.0, 0.0, 0.0], [-0.1, 0.1, 0.1], [0.0, -0.1, -0.1], [0.0, 0.0, 0.0], [-0.1, 0.0, 0.0], [0.0, 0.0, 0.0], [0.0, 0.0, 0.0], [0.0, -0.1, 0.1], [0.0, -0.1, 0.0], [-0.1, 0.0, -0.1], [0.0, 0.0, 0.0], [0.0, 0.0, 0.0], [0.0, 0.0, -0.1], [0.0, 0.0, 0.0], [0.0, 0.0, 0.0], [0.0, 0.0, 0.0], [0.1, 0.0, -0.1], [0.0, 0.0, 0.1], [0.0, 0.0, 0.0], [0.0, 0.0, 0.0], [0.0, 0.0, 0.0], [0.0, 0.0, 0.0], [0.0, 0.0, 0.0], [0.0, 0.0, 0.0], [0.0, 0.0, 0.0], [0.0, 0.0, 0.0], [0.0, 0.0, 0.0], [0.0, 0.0, -0.1], [0.0, 0.0, 0.0], [0.0, 0.0, 0.0], [0.0, 0.0, 0.0], [0.0, 0.0, 0.0], [0.0, 0.0, 0.0], [0.0, 0.0, 0.0], [0.2, 0.3, 0.0], [0.1, -0.1, -0.1], [-0.1, 0.0, 0.0], [0.1, 0.0, 0.0], [0.0, 0.0, 0.0], [0.0, 0.1, 0.0], [-0.1, 0.0, 0.0], [0.0, 0.0, 0.0], [0.0, 0.0, 0.0], [0.0, 0.0, 0.0], [0.0, 0.0, 0.0], [0.0, 0.0, 0.0], [0.0, 0.1, 0.0], [0.0, 0.1, 0.1], [0.0, -0.1, -0.1], [0.0, 0.1, 0.0], [0.0, 0.0, 0.0], [0.0, 0.0, 0.0], [0.0, 0.0, 0.0], [0.0, 0.0, 0.0], [0.0, 0.0, 0.0], [0.0, 0.0, 0.0], [0.0, 0.0, 0.0], [0.0, 0.0, 0.0], [0.0, 0.0, 0.0], [0.0, 0.0, 0.0], [-0.1, -0.1, 0.0], [0.1, 0.0, 0.0], [0.0, 0.0, 0.0], [0.0, 0.0, 0.0], [0.0, 0.0, 0.0], [0.0, 0.2, 0.0], [0.0, 0.0, 0.0], [0.0, 0.0, 0.0], [0.0, 0.0, 0.0], [0.0, 0.0, 0.0], [0.0, 0.0, 0.0], [0.0, 0.0, 0.0], [0.0, 0.0, 0.0], [0.0, 0.0, 0.0], [0.0, 0.0, 0.0], [0.0, 0.0, 0.0], [-0.1, 0.0, 0.0], [0.0, 0.0, 0.0], [0.0, 0.0, 0.0], [0.0, 0.0, 0.0], [0.0, 0.0, 0.0]], "mulliken_charge": [0.56, -0.38, -0.73, 0.02, -0.15, -0.10, -0.64, 0.77, 0.85, -0.56, -0.66, -0.49, -0.69, -0.31, 0.36, -0.29, -0.88, -0.76, 0.93, -0.73, -1.10, 0.23, -0.96, 0.59, 0.36, 0.38, 0.35, 0.37, 0.38, 0.32, 0.31, 0.34, 0.38, 0.42, 0.39, 0.39, 0.31, 0.29, 0.36, 0.03, -1.69, 1.14, -0.35, -0.57, -0.42, -0.47, -0.33, 0.35, 0.32, 0.35, 0.35, 0.37, -0.76, 0.40, 0.01, -0.19, -0.59, -0.31, -0.42, -0.54, 0.16, -0.28, -0.35, -0.47, -0.50, -0.57, -0.23, 0.40, -0.53, -0.52, -0.50, -0.16, 0.34, 0.34, 0.33, 0.34, 0.26, 0.33, 0.36, 0.36, 0.33, 0.33, -0.07, 0.45, 0.34, 0.32, 0.28]}